52
Properties=species:S:1:pos:R:3 method="wB97M-V/def2-TZVPD" spin_multiplicity=4 s_squared=3.86 e_lumo_ev="0.0 / -0.2" orbital_gap_ev="3.6 / 4.5" homo_ev="-3.619 / -4.676"
P 1.7683 -1.0160 1.8536
P -0.4360 -2.2701 -1.4813
C 0.3423 -0.4773 0.8045
C -0.6578 -1.4521 0.0848
H 1.0924 0.2417 0.2895
H -0.2619 -0.0802 1.6104
H -0.9005 -2.2624 0.7738
H -1.6335 -0.9564 -0.0597
C -0.1857 -1.4061 -2.9848
H 0.1633 -2.0788 -3.7978
H 0.5685 -0.6034 -2.8458
H -1.1110 -0.9026 -3.3337
C -1.8323 -3.3720 -1.7145
H -2.6424 -2.8594 -2.2949
H -2.2250 -3.6682 -0.7110
H -1.4586 -4.2674 -2.2752
C 2.8599 0.4034 2.0056
H 3.7891 0.0371 2.4737
H 2.4152 1.1838 2.6361
H 3.1347 0.8683 1.0434
C 0.9532 -1.3766 3.3952
H 0.0139 -1.9267 3.2191
H 0.7342 -0.4251 3.9072
H 1.6517 -1.9917 3.9833
V -0.0226 1.2872 -0.5341
C -1.9823 1.3631 -0.8794
C -1.3099 1.8245 -2.1032
C -0.5506 3.1044 -2.1347
C 0.0271 3.6846 -0.7711
C 0.5319 2.7907 0.3385
C -0.3211 2.2494 1.3425
C -1.7838 2.5756 1.4432
C -2.5030 2.3875 0.1029
C 2.6865 -2.3104 1.1405
H -2.6494 0.4982 -0.9082
H -1.1138 1.0902 -2.8971
H -1.1941 3.9133 -2.5413
H 0.3132 3.0033 -2.8190
H 0.8780 4.3371 -1.0081
H -0.6924 4.4026 -0.3799
H 1.6125 2.5278 0.3726
H 0.1483 2.0398 2.3054
H -2.0585 3.5899 1.8508
H -2.1963 1.8893 2.2120
H -3.5290 2.1117 0.3675
H -2.5770 3.3553 -0.3987
H 2.2089 -3.2504 1.4133
H 3.6956 -2.2410 1.5591
H 2.7500 -2.2564 0.0451
O 1.3289 -5.6077 -1.2468
C 1.1374 -4.4453 -1.2316
N 1.0237 -3.2561 -1.2216



64
Properties=species:S:1:pos:R:3 method="wB97M-V/def2-TZVPD" e_lumo_ev=-0.1 orbital_gap_ev=9.8 smiles=BrCCBr.BrCCBr.BrCCBr.BrCCBr.BrCCBr.BrCCBr.BrCCBr.BrCCBr homo_ev=-9.891
Br -1.4551 4.1256 -3.5639
C 0.5607 3.9466 -3.7607
C 1.0941 3.2074 -4.9946
Br 2.9997 3.0248 -4.8515
H 1.0209 3.5039 -2.8773
H 0.9201 4.9756 -3.7617
H 0.8057 3.8348 -5.8380
H 0.6877 2.1969 -4.9522
Br -5.7833 3.4387 4.7492
C -4.7866 2.7162 3.2098
C -3.3275 2.5791 3.6140
Br -2.2359 1.9106 2.0935
H -4.8634 3.4078 2.3708
H -5.1640 1.7278 2.9475
H -3.1454 1.8416 4.3957
H -2.9039 3.5130 3.9836
Br 0.0845 0.4066 5.9155
C -0.7191 -0.9632 4.6807
C 0.3485 -1.9013 4.1953
Br 0.6571 -3.3366 5.5779
H -1.2070 -0.4661 3.8423
H -1.4833 -1.4721 5.2682
H 1.3188 -1.4832 3.9275
H -0.0483 -2.4006 3.3114
Br -0.4459 0.4523 -2.3500
C 0.4604 1.0003 -0.6598
C 1.0247 -0.1413 0.1528
Br 1.9537 0.3743 1.7909
H -0.2419 1.6313 -0.1151
H 1.0965 1.8353 -0.9535
H 1.7735 -0.7194 -0.3886
H 0.3090 -0.9228 0.4079
Br 2.7543 -3.1671 0.7018
C 2.3198 -4.2411 -0.9588
C 3.5159 -4.0293 -1.9161
Br 3.4920 -2.3251 -2.9029
H 1.3710 -4.0258 -1.4502
H 2.2406 -5.3043 -0.7320
H 3.4887 -4.9291 -2.5307
H 4.4661 -4.2414 -1.4260
Br 4.0672 -2.3158 5.8488
C 4.8287 -0.4151 5.8021
C 3.7899 0.4517 5.0857
Br 4.3112 2.3638 4.8715
H 5.8582 -0.3347 5.4532
H 4.7256 -0.0955 6.8390
H 2.8697 0.4335 5.6697
H 3.6196 0.0340 4.0934
Br -1.8912 -3.4004 -6.6593
C -0.1236 -2.5867 -6.3350
C -0.2224 -1.4589 -5.2403
Br -1.3210 0.1379 -5.9349
H 0.2067 -2.2614 -7.3214
H 0.5989 -3.3403 -6.0215
H 0.7769 -1.0541 -5.0803
H -0.5917 -1.8179 -4.2797
Br -4.8875 3.0022 -1.5274
C -3.9402 1.3183 -1.9085
C -4.7110 0.1756 -1.3319
Br -3.5104 -1.4216 -1.4153
H -2.9338 1.3761 -1.4939
H -3.9059 1.1327 -2.9821
H -5.5828 0.0639 -1.9766
H -4.9848 0.4323 -0.3086



64
Properties=species:S:1:pos:R:3 method="wB97M-V/def2-TZVPD" e_lumo_ev=0.0 orbital_gap_ev=9.5 homo_ev=-9.523
Br 2.1545 -0.3533 0.7789
C 0.3325 -0.4280 -0.0270
C -0.0347 0.8129 -0.8103
Br 0.7940 0.7968 -2.5920
H -0.3047 -0.5662 0.8384
H 0.3578 -1.2295 -0.7599
H 0.1273 1.7755 -0.3354
H -1.1035 0.7562 -1.0220
Br 2.7418 2.8456 5.4435
C 3.8367 3.2438 3.8815
C 3.7195 2.1597 2.8287
Br 5.0649 2.5997 1.4546
H 4.8600 3.3222 4.2340
H 3.5739 4.1994 3.4328
H 2.7620 2.0797 2.3231
H 3.9033 1.1932 3.2929
Br -2.9058 -0.7760 -5.4528
C -3.0193 -2.2064 -4.1022
C -1.9259 -2.0623 -3.0905
Br -0.1573 -2.6031 -3.7632
H -3.0580 -3.1565 -4.6275
H -3.9726 -2.1679 -3.5698
H -2.0844 -2.6278 -2.1713
H -1.8711 -1.0390 -2.7166
Br 2.6815 3.3657 -0.5231
C 4.0276 2.0684 -1.2719
C 5.0761 2.7699 -2.0639
Br 4.3358 3.8355 -3.5424
H 3.4498 1.3100 -1.7832
H 4.5282 1.6214 -0.4122
H 5.9051 2.1882 -2.4621
H 5.5918 3.4820 -1.4138
Br -0.4129 -3.4743 1.4032
C -1.2811 -4.9852 2.3925
C -2.4590 -5.4993 1.6354
Br -3.4563 -6.8325 2.6314
H -1.4977 -4.5405 3.3576
H -0.4608 -5.6856 2.5122
H -2.2149 -5.9544 0.6779
H -3.1451 -4.6983 1.3621
Br 1.5325 -0.8193 5.0970
C 3.0877 -1.7398 4.3317
C 2.6407 -2.8031 3.3547
Br 4.2787 -3.7671 2.7626
H 3.7548 -1.9588 5.1563
H 3.6071 -0.9887 3.7372
H 2.1635 -2.3736 2.4798
H 1.9405 -3.5069 3.7968
Br -3.2861 -0.7758 0.1432
C -4.7893 0.4257 -0.2766
C -5.9638 0.2052 0.6316
Br -7.2958 1.6052 0.2023
H -5.0454 0.2030 -1.3124
H -4.4216 1.4456 -0.3547
H -5.7275 0.3197 1.6858
H -6.3853 -0.7889 0.5098
Br -3.7500 3.1169 -2.3547
C -1.9352 3.0639 -3.1578
C -1.7010 4.4087 -3.7968
Br -0.0336 4.2569 -4.8392
H -1.8426 2.2639 -3.8934
H -1.2019 2.7722 -2.4080
H -1.5371 5.1878 -3.0571
H -2.5481 4.7079 -4.4056



64
Properties=species:S:1:pos:R:3 method="wB97M-V/def2-TZVPD" spin_multiplicity=2 s_squared=0.76 e_lumo_ev="-3.3 / -9.0" orbital_gap_ev="8.5 / 2.8" homo_ev="-11.804 / -11.804" total_charge=+1
Br 4.4934 5.1451 -2.3521
C 4.9217 3.8357 -0.9806
C 4.4682 2.4560 -1.3266
Br 2.6262 2.1377 -0.6887
H 4.3788 4.0575 -0.0618
H 6.0041 3.9462 -0.9138
H 5.0198 1.7331 -0.7255
H 4.7277 2.1715 -2.3463
Br 2.6581 -5.0517 -0.8926
C 1.7294 -6.0331 0.5770
C 0.2414 -5.7362 0.6867
Br -0.4932 -6.5379 2.4204
H 2.2756 -5.8680 1.5058
H 1.8065 -7.0886 0.3163
H -0.2465 -6.0886 -0.2221
H 0.1084 -4.6549 0.7236
Br -6.5044 -0.2196 0.7183
C -5.1125 -0.4830 2.0529
C -5.6351 -0.1188 3.4302
Br -4.1779 -0.6935 4.6754
H -4.2792 0.1675 1.7872
H -4.7888 -1.5235 2.0776
H -6.4453 -0.7942 3.7053
H -5.9547 0.9165 3.5486
Br 2.2875 -4.7478 -4.6188
C 2.3393 -3.0468 -3.6378
C 3.7871 -2.7718 -3.3118
Br 4.0441 -0.8795 -2.9113
H 1.5997 -3.1816 -2.8485
H 1.9525 -2.3286 -4.3609
H 4.5023 -3.1420 -4.0463
H 4.1202 -3.3541 -2.4527
Br -2.3346 0.4607 -0.1431
C -0.3566 0.3211 -0.3889
C 0.0586 -0.6546 -1.5338
Br -0.3070 -2.4352 -0.8910
H 0.1977 0.2161 0.5437
H -0.0561 1.2913 -0.7845
H 1.1250 -0.5304 -1.7222
H -0.4733 -0.6277 -2.4848
Br 0.2646 6.2900 -1.8147
C -0.2467 4.5646 -2.6089
C 0.9586 3.9724 -3.2241
Br 0.5557 2.1105 -3.6956
H -0.9979 4.7759 -3.3700
H -0.7558 3.9064 -1.9048
H 1.7427 3.9747 -2.4669
H 1.3791 4.4198 -4.1247
Br 0.4413 -0.2642 4.2150
C -0.7312 -1.8901 4.3268
C -1.3396 -2.0868 2.9567
Br -2.4712 -3.6909 2.9105
H -1.4246 -1.6964 5.1452
H -0.0805 -2.7329 4.5600
H -0.6290 -2.0471 2.1311
H -2.1088 -1.3245 2.8327
Br -0.1241 3.4627 1.1134
C -1.9269 4.2714 0.9083
C -2.7985 3.6586 2.0906
Br -4.6309 4.0679 1.9253
H -2.3363 3.9872 -0.0611
H -1.8696 5.3596 0.9330
H -2.3940 4.0780 3.0117
H -2.7845 2.5687 2.0883



The total energy results, record by record, are as follows: -64885.474, -1137790.495, -1137791.150, -1137781.854 eV.
The relative energy (zero: lowest compared OMol25 entry of this formula, charge and spin) results, record by record, are as follows: 89.8, 220.4, 157.2, 0.0 kJ/mol.